[1]
C35H35AsBrF4N3O2PPtSTe | the ωB97M-V functional and the def2-TZVPD basis

Properties
Gap between HOMO and LUMO (spin up / spin down) (eV): 7.2030 / 6.7670
LUMO energy (spin up / spin down) (eV): -2.359 / -4.214
Total charge: +1
2S+1: 5
Relative energy (zero: lowest compared OMol25 entry of this formula, charge and spin) (kJ/mol): 0.00

Last column: Löwdin charge in e.
Element x y z (Å)
Pt (-0.03, -0.16, -0.04)  0.360
F (5.48, 1.02, 4.57)  0.167
C (4.27, 0.96, 4.04)  -0.127
C (3.19, 1.49, 4.71)  -0.127
F (3.36, 2.07, 5.89)  0.160
C (1.93, 1.43, 4.14)  -0.208
F (0.95, 2.00, 4.83)  0.124
C (1.69, 0.83, 2.91)  -0.284
P (-0.04, 0.67, 2.28)  0.993
C (-0.93, 0.03, 3.74)  -0.354
C (-0.90, -1.34, 3.96)  -0.103
C (-1.53, -1.89, 5.06)  -0.058
C (-2.22, -1.07, 5.94)  -0.059
C (-2.27, 0.29, 5.71)  -0.055
C (-1.62, 0.85, 4.62)  -0.083
C (-0.59, 2.40, 2.11)  -0.433
C (0.31, 3.45, 1.98)  -0.145
C (-0.14, 4.73, 1.70)  -0.078
C (-1.49, 4.98, 1.53)  -0.065
C (-2.40, 3.94, 1.66)  -0.057
C (-1.95, 2.65, 1.94)  -0.116
C (2.81, 0.32, 2.25)  -0.523
Br (2.73, -0.44, 0.52)  0.919
C (4.08, 0.38, 2.80)  -0.260
F (5.14, -0.10, 2.16)  0.096
H (-0.41, -1.99, 3.25)  0.070
H (-1.50, -2.97, 5.22)  0.111
H (-2.73, -1.50, 6.80)  0.112
H (-2.81, 0.94, 6.40)  0.112
H (-1.65, 1.92, 4.48)  0.106
H (1.38, 3.28, 2.10)  0.109
H (0.58, 5.54, 1.61)  0.115
H (-1.84, 5.98, 1.32)  0.114
H (-3.46, 4.12, 1.54)  0.114
H (-2.67, 1.85, 2.06)  0.103
N (-1.84, -1.70, -2.66)  0.115
C (-0.73, -1.17, -3.21)  -0.702
N (0.28, -0.68, -2.53)  -0.029
C (1.28, -0.22, -3.42)  -0.366
C (2.47, 0.39, -3.05)  -0.091
C (3.36, 0.78, -4.05)  -0.066
C (3.08, 0.56, -5.39)  -0.072
C (1.89, -0.05, -5.77)  -0.073
C (1.00, -0.43, -4.77)  -0.463
S (-0.55, -1.19, -4.95)  1.128
H (-2.06, -1.38, -1.72)  0.038
H (-2.63, -1.85, -3.26)  0.111
H (2.69, 0.59, -2.02)  0.024
H (4.29, 1.26, -3.77)  0.111
H (3.78, 0.87, -6.15)  0.111
H (1.66, -0.22, -6.81)  0.116
Te (0.02, 2.28, -1.24)  0.922
C (1.14, -4.85, 1.99)  -0.147
C (1.30, -3.41, 1.50)  -0.445
As (-0.07, -2.79, 0.25)  1.139
C (-1.61, -3.86, 0.76)  -0.400
C (-2.78, -3.76, -0.22)  -0.150
C (0.51, -3.78, -1.34)  -0.399
C (1.93, -3.43, -1.79)  -0.153
H (1.99, -5.13, 2.61)  0.079
H (1.10, -5.55, 1.16)  0.070
H (0.24, -4.98, 2.58)  0.066
H (2.25, -3.28, 0.98)  0.023
H (1.33, -2.71, 2.34)  0.035
H (-1.91, -3.55, 1.75)  0.058
H (-1.26, -4.89, 0.80)  0.065
H (-3.19, -2.75, -0.25)  0.039
H (-3.59, -4.42, 0.09)  0.083
H (-2.49, -4.04, -1.24)  0.061
H (-0.21, -3.56, -2.12)  0.042
H (0.43, -4.84, -1.10)  0.074
H (2.06, -2.35, -1.89)  0.025
H (2.13, -3.86, -2.77)  0.083
H (2.68, -3.80, -1.11)  0.066
O (-2.53, 1.58, -1.83)  -0.145
C (-3.01, 0.90, -0.92)  -0.562
C (-4.47, 0.94, -0.54)  -0.069
C (-4.56, -0.02, 0.64)  -0.070
C (-3.14, -0.50, 0.84)  -0.538
O (-2.78, -1.24, 1.73)  0.031
N (-2.30, 0.03, -0.14)  -0.029
H (-5.06, 0.63, -1.40)  0.129
H (-4.75, 1.97, -0.31)  0.125
H (-5.20, -0.88, 0.46)  0.127
H (-4.91, 0.44, 1.57)  0.126

[2]
C34H87BaF3N5O16S | the ωB97M-V functional and the def2-TZVPD basis

Properties
Gap between HOMO and LUMO (eV): 6.6936
LUMO energy (eV): -3.268
Total charge: +1
Relative energy (zero: lowest compared OMol25 entry of this formula, charge and spin) (kJ/mol): 6.67

Last column: Löwdin charge in e.
Element x y z (Å)
Ba (-19.50, -11.81, 21.20)  2.045
C (-14.73, -11.68, 23.58)  -0.652
F (-13.95, -12.44, 22.83)  0.155
F (-15.52, -12.45, 24.32)  0.131
F (-14.01, -10.93, 24.40)  0.158
S (-15.76, -10.53, 22.48)  0.565
O (-16.98, -11.25, 22.12)  -0.465
O (-16.08, -9.34, 23.23)  -0.272
O (-14.84, -10.24, 21.39)  -0.306
C (-11.84, -12.19, 20.71)  -0.050
C (-10.37, -12.59, 20.55)  -0.402
C (-9.50, -11.40, 20.15)  -0.210
O (-9.91, -10.89, 18.90)  -0.189
C (-9.28, -9.68, 18.54)  -0.104
N (-9.86, -13.11, 21.83)  0.052
H (-11.91, -11.58, 21.61)  0.069
H (-12.56, -13.00, 20.71)  0.051
H (-12.14, -11.43, 19.98)  0.059
H (-10.23, -13.37, 19.80)  0.139
H (-8.47, -11.75, 20.03)  0.131
H (-9.59, -10.64, 20.94)  0.112
H (-9.53, -8.83, 19.18)  0.083
H (-9.49, -9.53, 17.49)  0.088
H (-8.20, -9.81, 18.68)  0.086
H (-10.38, -13.90, 22.16)  0.047
H (-9.99, -12.38, 22.52)  0.036
C (-15.12, -12.86, 27.97)  -0.069
C (-14.38, -11.74, 28.73)  -0.414
C (-13.77, -10.75, 27.75)  -0.209
O (-12.84, -9.95, 28.47)  -0.177
C (-12.38, -8.87, 27.68)  -0.100
N (-15.35, -11.21, 29.71)  0.037
H (-14.59, -13.30, 27.12)  0.043
H (-16.06, -12.52, 27.52)  0.068
H (-15.27, -13.71, 28.64)  0.078
H (-13.61, -12.21, 29.35)  0.143
H (-14.57, -10.05, 27.43)  0.123
H (-13.32, -11.16, 26.85)  0.113
H (-11.87, -8.17, 28.34)  0.091
H (-13.18, -8.29, 27.22)  0.071
H (-11.69, -9.18, 26.89)  0.078
H (-15.94, -10.54, 29.20)  0.069
H (-14.80, -10.63, 30.34)  0.074
C (-15.56, -13.42, 19.99)  -0.051
C (-16.59, -12.71, 19.17)  -0.395
C (-16.32, -12.65, 17.64)  -0.183
O (-17.37, -11.97, 16.99)  -0.226
C (-17.04, -11.69, 15.65)  -0.087
N (-17.92, -13.36, 19.34)  -0.053
H (-15.40, -14.43, 19.61)  0.097
H (-15.84, -13.58, 21.04)  0.064
H (-14.59, -12.92, 20.00)  0.077
H (-16.65, -11.67, 19.50)  0.102
H (-16.01, -13.59, 17.17)  0.138
H (-15.38, -12.10, 17.42)  0.135
H (-16.41, -10.80, 15.59)  0.093
H (-17.91, -11.45, 15.03)  0.094
H (-16.51, -12.50, 15.14)  0.096
H (-17.88, -14.37, 19.21)  0.091
H (-18.47, -13.04, 18.54)  0.053
C (-17.77, -8.31, 18.19)  -0.044
C (-18.15, -9.08, 19.45)  -0.390
C (-18.98, -8.23, 20.40)  -0.177
O (-19.25, -9.04, 21.54)  -0.351
C (-19.70, -8.37, 22.70)  -0.068
N (-18.93, -10.28, 18.95)  -0.086
H (-17.09, -7.47, 18.38)  0.085
H (-18.60, -7.84, 17.64)  0.096
H (-17.28, -8.99, 17.49)  0.067
H (-17.32, -9.57, 19.95)  0.108
H (-19.90, -7.87, 19.93)  0.142
H (-18.40, -7.34, 20.64)  0.147
H (-19.55, -9.05, 23.54)  0.089
H (-20.69, -7.91, 22.64)  0.102
H (-19.00, -7.57, 22.96)  0.101
H (-19.81, -9.88, 18.63)  0.088
H (-18.45, -10.58, 18.10)  0.043
C (-14.57, -5.84, 24.47)  -0.202
C (-15.44, -6.72, 25.36)  -0.230
O (-16.58, -7.14, 24.63)  -0.098
O (-13.73, -6.61, 23.58)  -0.082
H (-13.94, -5.16, 25.06)  0.119
H (-15.14, -5.12, 23.88)  0.124
H (-15.77, -6.14, 26.23)  0.121
H (-14.89, -7.59, 25.71)  0.107
H (-16.26, -7.74, 23.93)  0.022
H (-14.18, -6.55, 22.73)  0.084
C (-14.35, -8.84, 18.42)  -0.221
C (-14.32, -7.60, 19.30)  -0.195
O (-15.32, -7.70, 20.36)  -0.107
O (-13.53, -9.87, 18.97)  -0.089
H (-13.91, -8.57, 17.46)  0.125
H (-15.37, -9.21, 18.27)  0.085
H (-14.46, -6.66, 18.77)  0.118
H (-13.37, -7.52, 19.83)  0.121
H (-15.11, -8.56, 20.78)  0.018
H (-13.78, -9.98, 19.91)  0.027
C (-9.81, -9.81, 23.83)  -0.220
C (-10.58, -8.66, 23.25)  -0.223
O (-11.72, -8.44, 24.11)  -0.096
O (-10.64, -10.96, 24.05)  -0.100
H (-9.43, -9.54, 24.82)  0.125
H (-9.05, -10.17, 23.14)  0.113
H (-10.96, -8.78, 22.23)  0.114
H (-9.98, -7.74, 23.27)  0.122
H (-12.30, -7.79, 23.67)  0.048
H (-11.47, -10.63, 24.44)  0.057
C (-18.17, -14.35, 23.45)  -0.180
C (-18.73, -13.31, 24.42)  -0.197
O (-19.22, -12.15, 23.77)  -0.265
O (-18.74, -14.35, 22.12)  -0.221
H (-18.30, -15.36, 23.84)  0.138
H (-17.12, -14.18, 23.20)  0.102
H (-17.88, -13.08, 25.07)  0.122
H (-19.44, -13.78, 25.10)  0.132
H (-19.46, -11.49, 24.43)  0.109
H (-18.38, -15.12, 21.66)  0.088
C (-13.25, -15.78, 22.11)  -0.013
C (-13.49, -16.92, 23.15)  -0.504
C (-12.31, -17.92, 23.19)  -0.136
C (-11.10, -17.34, 23.92)  -0.163
C (-11.56, -17.01, 25.33)  -0.148
C (-12.75, -16.08, 25.49)  -0.505
N (-13.77, -16.43, 24.50)  -0.100
O (-14.94, -15.65, 24.58)  -0.013
C (-13.31, -16.18, 26.89)  -0.030
C (-12.20, -14.65, 25.30)  -0.021
C (-14.68, -17.72, 22.66)  -0.055
H (-12.72, -16.07, 21.21)  0.093
H (-14.22, -15.34, 21.85)  0.055
H (-12.71, -15.01, 22.66)  0.050
H (-12.69, -18.82, 23.68)  0.123
H (-12.02, -18.25, 22.19)  0.121
H (-10.34, -18.12, 23.87)  0.118
H (-10.72, -16.42, 23.46)  0.106
H (-10.72, -16.58, 25.88)  0.125
H (-11.65, -17.98, 25.84)  0.127
H (-13.77, -17.17, 27.04)  0.094
H (-14.10, -15.44, 27.04)  0.056
H (-12.63, -16.09, 27.73)  0.096
H (-11.70, -14.55, 24.33)  0.061
H (-11.44, -14.39, 26.04)  0.098
H (-12.92, -13.83, 25.26)  0.063
H (-14.41, -18.20, 21.71)  0.091
H (-14.98, -18.49, 23.37)  0.092
H (-15.61, -17.16, 22.46)  0.065
H (-14.64, -14.76, 24.32)  0.063

[3]
C29H40CoF3N3O5PS2 | the ωB97M-V functional and the def2-TZVPD basis

Properties
Gap between HOMO and LUMO (spin up / spin down) (eV): 7.7337 / 6.4554
LUMO energy (spin up / spin down) (eV): -0.123 / -1.385
2S+1: 5
Relative energy (zero: lowest compared OMol25 entry of this formula, charge and spin) (kJ/mol): 15.51

Last column: Löwdin charge in e.
Element x y z (Å)
Co (-0.72, -1.99, -0.10)  0.699
C (3.94, 1.91, -4.12)  -0.048
C (3.49, 0.70, -3.36)  -0.280
C (2.43, -0.08, -3.82)  -0.054
C (2.01, -1.20, -3.12)  -0.050
C (2.67, -1.57, -1.96)  -0.268
C (3.74, -0.82, -1.50)  -0.056
C (4.13, 0.31, -2.19)  -0.042
S (2.15, -3.04, -1.11)  0.597
O (3.34, -3.66, -0.60)  -0.294
O (1.30, -3.74, -2.03)  -0.299
N (1.22, -2.53, 0.10)  -0.182
C (1.66, -2.45, 1.41)  -0.257
C (2.95, -2.36, 1.88)  -0.018
C (3.22, -2.28, 3.26)  -0.064
C (2.23, -2.31, 4.20)  -0.049
C (0.89, -2.41, 3.77)  -0.162
C (-0.22, -2.49, 4.64)  0.000
C (-1.49, -2.61, 4.15)  -0.037
C (-1.67, -2.63, 2.75)  -0.115
N (-0.66, -2.55, 1.92)  0.053
C (0.62, -2.47, 2.39)  -0.158
H (3.28, 2.13, -4.96)  0.074
H (4.95, 1.77, -4.52)  0.083
H (3.97, 2.79, -3.48)  0.078
H (1.92, 0.20, -4.74)  0.117
H (1.19, -1.81, -3.48)  0.114
H (4.27, -1.13, -0.61)  0.106
H (4.97, 0.90, -1.83)  0.117
H (3.78, -2.38, 1.19)  0.088
H (4.25, -2.21, 3.58)  0.107
H (2.45, -2.26, 5.26)  0.108
H (-0.05, -2.45, 5.71)  0.120
H (-2.34, -2.68, 4.80)  0.107
H (-2.65, -2.70, 2.31)  0.110
F (-3.91, -5.13, -1.24)  0.143
C (-2.79, -4.63, -1.77)  -0.675
F (-1.75, -5.14, -1.12)  0.146
F (-2.73, -5.00, -3.05)  0.152
S (-2.79, -2.80, -1.62)  0.533
O (-1.45, -2.42, -2.09)  -0.338
O (-3.91, -2.33, -2.37)  -0.243
O (-2.82, -2.59, -0.16)  -0.345
C (0.62, 3.49, 1.10)  -0.069
C (0.46, 1.97, 1.09)  -0.579
C (1.74, 1.31, 0.54)  -0.076
C (0.32, 1.48, 2.54)  -0.080
P (-1.03, 1.36, 0.12)  0.979
N (-0.83, -0.21, 0.01)  -0.163
C (-2.63, 1.69, 1.06)  -0.593
C (-3.81, 1.31, 0.15)  -0.078
C (-2.71, 0.73, 2.25)  -0.086
C (-2.80, 3.13, 1.54)  -0.071
C (-1.11, 2.07, -1.61)  -0.590
C (0.28, 1.96, -2.25)  -0.087
C (-1.57, 3.53, -1.68)  -0.069
C (-2.04, 1.18, -2.47)  -0.070
H (1.46, 3.73, 1.75)  0.095
H (-0.25, 4.01, 1.48)  0.065
H (0.85, 3.89, 0.11)  0.067
H (2.53, 1.43, 1.29)  0.094
H (2.10, 1.76, -0.38)  0.059
H (1.62, 0.24, 0.36)  0.056
H (1.26, 1.69, 3.05)  0.093
H (0.14, 0.40, 2.60)  0.076
H (-0.47, 2.00, 3.08)  0.064
H (-3.71, 0.30, -0.24)  0.081
H (-3.96, 2.00, -0.68)  0.065
H (-4.71, 1.33, 0.76)  0.092
H (-2.51, -0.29, 1.94)  0.050
H (-3.72, 0.77, 2.65)  0.094
H (-2.03, 0.98, 3.06)  0.058
H (-2.73, 3.87, 0.74)  0.066
H (-2.08, 3.40, 2.32)  0.066
H (-3.79, 3.23, 1.99)  0.093
H (0.99, 2.67, -1.84)  0.072
H (0.17, 2.18, -3.31)  0.094
H (0.68, 0.96, -2.16)  0.064
H (-0.94, 4.20, -1.09)  0.069
H (-2.60, 3.67, -1.38)  0.066
H (-1.49, 3.85, -2.72)  0.095
H (-1.77, 0.13, -2.38)  0.063
H (-1.90, 1.47, -3.51)  0.095
H (-3.09, 1.30, -2.23)  0.062

[4]
C5H15NO2 | the ωB97M-V functional and the def2-TZVPD basis

Properties
Gap between HOMO and LUMO (eV): 10.1455
LUMO energy (eV): 0.840
Relative energy (zero: lowest compared OMol25 entry of this formula, charge and spin) (kJ/mol): 399.47
SMILES string: COC[C@H](C)N.CO

Last column: Löwdin charge in e.
Element x y z (Å)
C (-1.16, -2.80, 0.64)  -0.129
O (-0.99, -1.47, 0.21)  -0.173
C (0.30, -1.24, -0.48)  -0.145
C (0.61, 0.24, -0.65)  -0.452
C (1.89, 0.51, -1.46)  -0.029
N (0.84, 0.87, 0.65)  0.055
H (-0.89, -3.65, 0.01)  0.089
H (-2.17, -2.86, 1.04)  0.089
H (-0.59, -2.94, 1.55)  0.078
H (1.05, -1.67, 0.18)  0.120
H (0.45, -1.70, -1.46)  0.130
H (-0.25, 0.66, -1.18)  0.122
H (2.54, -0.23, -0.98)  0.076
H (2.42, 1.42, -1.18)  0.085
H (1.83, 0.45, -2.54)  0.087
H (0.30, 0.33, 1.31)  0.092
H (1.78, 0.62, 0.90)  0.092
C (-1.54, 2.51, 0.80)  -0.142
O (-1.22, 1.78, -0.37)  -0.181
H (-2.49, 3.00, 0.60)  0.080
H (-1.70, 1.75, 1.58)  0.063
H (-0.67, 3.05, 1.17)  0.073
H (-0.35, 1.38, -0.33)  -0.079

[5]
C9H14 | the ωB97M-V functional and the def2-TZVPD basis

Properties
Gap between HOMO and LUMO (eV): 10.0875
LUMO energy (eV): 1.049
Relative energy (zero: lowest compared OMol25 entry of this formula, charge and spin) (kJ/mol): 18.33
SMILES string: Cc1ccccc1.CC

Last column: Löwdin charge in e.
Element x y z (Å)
C (1.73, -3.12, 0.66)  -0.055
C (0.79, -1.96, 0.79)  -0.284
C (0.71, -1.24, 1.98)  -0.056
C (-0.24, -0.24, 2.14)  -0.087
C (-1.13, 0.06, 1.12)  -0.108
C (-0.98, -0.58, -0.11)  -0.100
C (-0.06, -1.60, -0.26)  -0.055
H (1.15, -4.05, 0.68)  0.083
H (2.48, -3.13, 1.46)  0.072
H (2.27, -3.11, -0.28)  0.077
H (1.42, -1.47, 2.76)  0.106
H (-0.20, 0.34, 3.06)  0.101
H (-1.89, 0.80, 1.31)  0.097
H (-1.63, -0.33, -0.93)  0.102
H (-0.08, -2.17, -1.18)  0.111
C (-0.06, 2.37, -2.12)  -0.169
C (-1.02, 3.04, -1.15)  -0.165
H (0.98, 2.33, -1.78)  0.066
H (-0.36, 1.35, -2.36)  0.044
H (-0.09, 2.94, -3.05)  0.062
H (-1.29, 2.39, -0.32)  0.030
H (-1.92, 3.40, -1.65)  0.063
H (-0.59, 3.97, -0.77)  0.063

> What is the relative energy (zero: lowest compared OMol25 entry of this formula, charge and spin) in the fifth record?

18.33 kJ/mol

> What is the formula in the second record?

C34H87BaF3N5O16S

What did the fourth record say?
C5H15NO2 | the ωB97M-V functional and the def2-TZVPD basis

Properties
Gap between HOMO and LUMO (eV): 10.1455
LUMO energy (eV): 0.840
Relative energy (zero: lowest compared OMol25 entry of this formula, charge and spin) (kJ/mol): 399.47
SMILES string: COC[C@H](C)N.CO

Last column: Löwdin charge in e.
Element x y z (Å)
C (-1.16, -2.80, 0.64)  -0.129
O (-0.99, -1.47, 0.21)  -0.173
C (0.30, -1.24, -0.48)  -0.145
C (0.61, 0.24, -0.65)  -0.452
C (1.89, 0.51, -1.46)  -0.029
N (0.84, 0.87, 0.65)  0.055
H (-0.89, -3.65, 0.01)  0.089
H (-2.17, -2.86, 1.04)  0.089
H (-0.59, -2.94, 1.55)  0.078
H (1.05, -1.67, 0.18)  0.120
H (0.45, -1.70, -1.46)  0.130
H (-0.25, 0.66, -1.18)  0.122
H (2.54, -0.23, -0.98)  0.076
H (2.42, 1.42, -1.18)  0.085
H (1.83, 0.45, -2.54)  0.087
H (0.30, 0.33, 1.31)  0.092
H (1.78, 0.62, 0.90)  0.092
C (-1.54, 2.51, 0.80)  -0.142
O (-1.22, 1.78, -0.37)  -0.181
H (-2.49, 3.00, 0.60)  0.080
H (-1.70, 1.75, 1.58)  0.063
H (-0.67, 3.05, 1.17)  0.073
H (-0.35, 1.38, -0.33)  -0.079